The following is a DFT calculation (ωB97M-V/def2-TZVPD) of a structure of composition C37H76F3N4O13S2V.

Values from the calculation:
energy above the lowest of the compared OMol25 structures with the same formula, charge and spin: 0.0 kcal/mol
frontier orbital gap: 6.684 eV
LUMO energy: 3.8 eV
spin multiplicity: 1
HOMO: -2.876 eV
net charge: -2

Atoms and positions in Å:
1 O 0.88 -0.25 1.43
2 V 1.68 -0.57 0.08
3 O 1.28 0.58 -0.94
4 C 4.92 0.51 -2.56
5 F 6.18 0.91 -2.74
6 F 4.23 1.54 -2.04
7 F 4.37 0.26 -3.76
8 S 4.85 -0.97 -1.46
9 O 3.44 -1.04 -1.11
10 O 5.31 -2.03 -2.29
11 O 5.71 -0.56 -0.36
12 S 1.25 -3.22 -0.33
13 O 2.09 -2.57 0.73
14 O 2.06 -3.76 -1.40
15 O 0.34 -4.23 0.21
16 O 0.45 -1.98 -0.77
17 C 5.65 0.58 2.97
18 C 4.13 0.80 3.17
19 C 3.92 1.57 4.47
20 C 4.11 3.07 4.40
21 C 3.29 3.66 3.28
22 C 3.52 2.97 1.93
23 N 3.47 1.53 2.09
24 O 3.74 0.88 0.86
25 C 2.38 3.37 1.01
26 C 4.81 3.51 1.28
27 C 3.43 -0.56 3.37
28 H 6.21 1.52 3.02
29 H 5.84 0.12 1.99
30 H 6.00 -0.16 3.69
31 H 2.85 1.40 4.73
32 H 4.37 1.07 5.34
33 H 5.18 3.33 4.32
34 H 3.87 3.51 5.37
35 H 3.63 4.69 3.13
36 H 2.23 3.64 3.54
37 H 1.39 3.27 1.46
38 H 2.42 4.46 0.84
39 H 2.36 2.85 0.05
40 H 5.65 3.57 1.97
41 H 5.13 2.87 0.45
42 H 4.62 4.49 0.84
43 H 3.77 -0.95 4.34
44 H 3.64 -1.27 2.57
45 H 2.36 -0.39 3.38
46 H 4.67 1.08 0.67
47 C -1.41 4.46 -2.64
48 C -0.23 4.41 -3.63
49 C 0.57 3.14 -3.45
50 C -0.11 1.93 -4.06
51 C -0.40 2.21 -5.53
52 C -1.25 3.44 -5.79
53 N -0.70 4.56 -5.02
54 O -1.53 5.71 -5.14
55 C -1.14 3.77 -7.27
56 C -2.72 3.13 -5.44
57 C 0.66 5.62 -3.33
58 H -1.06 4.27 -1.62
59 H -2.10 3.66 -2.91
60 H -1.90 5.43 -2.63
61 H 1.58 3.25 -3.86
62 H 0.71 2.93 -2.38
63 H -1.03 1.72 -3.51
64 H 0.47 1.02 -3.96
65 H -0.88 1.32 -5.97
66 H 0.52 2.25 -6.12
67 H -1.82 4.57 -7.61
68 H -0.17 4.24 -7.53
69 H -1.31 2.95 -7.97
70 H -3.39 3.10 -6.30
71 H -2.80 2.15 -4.96
72 H -3.06 3.90 -4.75
73 H 1.03 5.50 -2.32
74 H 0.14 6.57 -3.48
75 H 1.49 5.66 -4.04
76 H -1.27 6.10 -5.98
77 C -1.47 -3.61 -2.24
78 C -2.38 -2.62 -2.98
79 C -3.85 -3.05 -2.92
80 C -4.60 -2.46 -1.72
81 C -4.34 -0.98 -1.71
82 C -2.89 -0.64 -1.46
83 N -2.13 -1.23 -2.55
84 O -0.77 -0.90 -2.53
85 C -2.71 0.86 -1.44
86 C -2.44 -1.16 -0.09
87 C -1.98 -2.65 -4.47
88 H -0.43 -3.46 -2.50
89 H -1.66 -4.65 -2.54
90 H -1.53 -3.55 -1.15
91 H -4.38 -2.84 -3.85
92 H -3.86 -4.14 -2.83
93 H -4.33 -2.94 -0.78
94 H -5.66 -2.70 -1.86
95 H -5.07 -0.34 -1.21
96 H -4.52 -0.66 -2.76
97 H -3.21 1.34 -2.29
98 H -3.20 1.29 -0.57
99 H -1.64 1.06 -1.48
100 H -2.88 -0.52 0.69
101 H -2.72 -2.18 0.16
102 H -1.38 -1.04 0.08
103 H -0.89 -2.60 -4.59
104 H -2.46 -1.82 -4.98
105 H -2.28 -3.58 -4.96
106 H -0.34 -1.40 -1.79
107 C 0.45 -2.68 4.16
108 C -0.76 -3.34 4.81
109 C -1.18 -2.46 6.00
110 C -2.61 -2.68 6.46
111 C -3.62 -2.60 5.33
112 C -3.28 -3.52 4.16
113 N -1.88 -3.32 3.85
114 O -1.54 -4.04 2.66
115 C -3.68 -4.96 4.52
116 C -4.11 -3.05 2.98
117 C -0.47 -4.76 5.24
118 H 1.21 -2.52 4.94
119 H 0.93 -3.34 3.43
120 H 0.28 -1.70 3.71
121 H -0.49 -2.75 6.79
122 H -1.04 -1.40 5.76
123 H -2.66 -3.69 6.91
124 H -2.87 -2.01 7.29
125 H -3.62 -1.59 4.90
126 H -4.61 -2.77 5.75
127 H -4.78 -4.99 4.54
128 H -3.21 -5.39 5.40
129 H -3.50 -5.66 3.69
130 H -5.10 -2.70 3.28
131 H -4.34 -3.86 2.27
132 H -3.62 -2.21 2.50
133 H -1.26 -5.21 5.85
134 H -0.44 -5.46 4.39
135 H 0.49 -4.89 5.76
136 H -1.22 -3.38 2.03

The following is a DFT calculation (ωB97M-V/def2-TZVPD) of the ion C3H8N5O with charge +1.

Values from the calculation:
energy above the lowest of the compared OMol25 structures with the same formula, charge and spin: 19.2 kcal/mol
structure (SMILES): NC1=NN[NH+]=C[C@]1(N)O
frontier orbital gap (spin up / spin down): 8.096 / 8.095 eV
LUMO energy (spin up / spin down): -4.5 / -4.5 eV
spin multiplicity: 1
HOMO (spin up / spin down): -12.611 / -12.610 eV
net charge: +1

Atoms and positions in Å:
1 N -0.78 0.58 2.28
2 C -0.54 -0.10 1.16
3 N -1.04 -1.30 1.09
4 N -0.84 -2.15 0.06
5 N 0.00 -1.87 -0.99
6 C 0.68 -0.75 -1.15
7 C 0.50 0.31 0.07
8 N -0.20 1.45 -0.54
9 O 1.72 0.60 0.54
10 H -1.62 0.24 2.78
11 H -0.68 1.55 2.26
12 H -0.72 -3.13 0.28
13 H -0.23 -2.61 -1.67
14 H 1.02 -0.49 -2.17
15 H -1.19 1.54 -0.32
16 H 0.00 1.66 -1.51
17 H 2.03 1.53 0.38

The following is a DFT calculation (ωB97M-V/def2-TZVPD) of the molecule C3H6N4O.

Values from the calculation:
energy above the lowest of the compared OMol25 structures with the same formula, charge and spin: 113.3 kcal/mol
structure (SMILES): NNC1=NCC=NO1
frontier orbital gap: 9.451 eV
LUMO energy: 0.8 eV
spin multiplicity: 1
HOMO: -8.686 eV

Atoms and positions in Å:
1 N 2.74 -0.36 0.12
2 N 1.69 0.55 -0.19
3 C 0.40 0.28 0.01
4 N -0.42 1.29 0.06
5 C -1.82 1.03 0.00
6 C -2.12 -0.53 0.01
7 N -1.23 -1.45 0.03
8 O 0.15 -1.06 -0.14
9 H 3.66 -0.14 -0.54
10 H 2.86 -0.25 1.13
11 H 1.84 1.50 0.02
12 H -2.21 1.56 0.99
13 H -2.38 1.71 -0.92
14 H -3.17 -0.88 0.20